This record from OMol25 describes a cluster of 6 separate species, C36H86N2 in total in a non-equilibrium geometry. The level of theory is ωB97M-V with the def2-TZVPD basis set.

## Properties
- SMILES: CCN(CC)CC.CCN(CC)CC.CCCCCC.CCCCCC.CCCCCC.CCCCCC
- Net charge: 0
- Gap between HOMO and LUMO: 8.938 eV
- Energy above the lowest of the compared OMol25 structures with the same formula, charge and spin: 298.7 kJ/mol
- E: -41688.8068 eV

```
124
Properties=species:S:1:pos:R:3:forces:R:3
C 2.535387 1.718613 2.722605 1.10 -1.42 4.05
C 1.854387 0.487613 2.217605 -5.66 2.93 5.10
N 1.940387 -0.629387 3.112605 -1.71 -1.46 1.67
C 1.307387 -0.474387 4.458605 -0.22 2.48 -1.01
C -0.166613 0.089613 4.351605 -0.41 0.25 -0.58
C 1.523387 -1.905387 2.441605 2.98 1.34 2.95
C 2.540387 -2.905387 2.788605 1.25 -3.88 -2.71
H 2.351387 2.422613 2.081605 -1.46 4.31 -3.91
H 3.595387 1.609613 2.552605 0.69 -0.21 0.93
H 2.268387 2.285613 3.742605 0.52 -2.10 -1.88
H 2.308387 0.012613 1.533605 3.49 -1.78 -6.44
H 0.741387 0.804613 1.850605 1.97 -0.92 0.74
H 1.991387 0.174613 5.070605 -0.83 -0.12 -0.63
H 1.279387 -1.354387 5.051605 0.05 -1.33 -0.10
H -0.702613 -0.070387 5.285605 -0.02 -0.47 0.13
H -0.750613 -0.492387 3.513605 1.06 1.36 1.49
H -0.292613 1.233613 4.268605 0.58 -1.75 -0.60
H 1.577387 -1.905387 1.434605 -0.69 1.03 -3.49
H 0.682387 -2.368387 2.818605 -2.68 -0.14 0.52
H 2.603387 -3.035387 3.791605 0.11 -0.46 3.28
H 3.588387 -2.867387 2.456605 -0.37 0.98 -0.31
H 2.233387 -3.941387 2.356605 0.18 1.42 0.72
C -4.601613 2.476613 -1.464395 -0.81 -1.70 1.57
C -3.711613 1.230613 -1.198395 0.74 0.68 0.70
N -2.281613 1.524613 -1.031395 0.78 -1.44 -1.99
C -1.887613 2.435613 0.056605 -5.38 -0.24 -2.84
C -2.302613 1.866613 1.336605 -3.63 -0.96 2.31
C -1.467613 0.274613 -1.087395 0.30 -1.37 1.10
C -1.383613 -0.237387 -2.583395 -2.09 -4.47 2.05
H -5.596613 1.919613 -1.772395 1.59 2.08 0.51
H -4.230613 3.309613 -2.099395 -0.24 -1.10 -0.09
H -4.632613 2.868613 -0.425395 -0.94 0.41 -0.72
H -3.969613 0.506613 -1.939395 0.83 -0.51 -0.93
H -4.027613 0.700613 -0.277395 -0.51 0.45 0.08
H -2.383613 3.383613 -0.250395 0.61 -0.12 0.74
H -0.912613 2.442613 -0.194395 3.75 0.75 0.55
H -1.623613 2.203613 1.998605 2.26 1.12 2.94
H -2.153613 0.793613 1.331605 -0.10 -0.27 -0.01
H -3.390613 2.020613 1.966605 2.70 0.02 -2.56
H -1.828613 -0.475387 -0.166395 0.33 1.04 -2.81
H -0.356613 0.250613 -0.785395 -1.43 1.48 -0.19
H -1.082613 0.518613 -3.226395 0.90 1.47 -0.97
H -2.439613 -0.581387 -2.952395 1.89 0.50 0.60
H -0.687613 -1.208387 -2.644395 -1.45 2.32 0.04
C -0.184613 -8.403387 -1.030395 2.03 -3.86 4.19
C -1.095613 -7.353387 -1.377395 -3.08 0.75 -0.21
C -0.533613 -6.225387 -2.183395 1.83 -0.47 -0.95
C 0.261387 -5.126387 -1.424395 -2.54 -1.55 1.31
C 0.543387 -3.876387 -2.260395 -3.40 2.86 3.89
C 1.145387 -2.748387 -1.334395 2.74 0.02 -3.83
H 0.770387 -8.252387 -0.209395 -3.12 0.18 -1.73
H 0.382387 -8.816387 -1.784395 1.08 -0.63 -2.38
H -0.815613 -9.330387 -0.689395 1.33 1.59 -0.03
H -1.656613 -7.194387 -0.446395 0.25 1.34 0.03
H -1.991613 -7.702387 -1.987395 1.30 -0.40 0.34
H -1.313613 -5.792387 -2.731395 -1.33 1.03 -0.67
H 0.048387 -6.783387 -3.027395 -0.36 1.20 1.35
H 1.150387 -5.696387 -1.052395 -0.27 1.24 -0.06
H -0.483613 -4.952387 -0.477395 2.02 0.14 -1.97
H -0.359613 -3.346387 -2.824395 1.54 -1.73 1.17
H 1.260387 -4.094387 -2.899395 3.14 -1.07 -3.50
H 0.533387 -2.483387 -0.578395 -2.98 1.62 1.87
H 1.532387 -1.838387 -2.039395 -0.93 -1.98 2.12
H 1.942387 -3.110387 -0.673395 0.71 -0.26 -0.87
C -4.183613 -0.770387 4.506605 2.62 0.59 1.03
C -4.549613 -1.896387 3.455605 -0.35 3.01 0.99
C -3.715613 -1.933387 2.153605 2.42 0.29 -0.02
C -4.064613 -2.989387 1.118605 -2.85 -3.29 0.01
C -3.448613 -2.842387 -0.355395 -2.02 2.41 4.62
C -3.919613 -4.003387 -1.146395 -4.83 5.67 -3.14
H -3.113613 -0.789387 4.989605 -1.62 -0.69 -1.05
H -4.814613 -0.622387 5.438605 0.12 -0.58 -1.51
H -4.102613 0.181613 3.988605 -0.46 0.33 -0.08
H -5.601613 -1.598387 3.337605 0.09 -0.45 -1.03
H -4.619613 -2.736387 4.070605 0.37 -2.16 0.20
H -2.542613 -1.987387 2.357605 -2.23 -0.23 0.08
H -3.717613 -0.978387 1.584605 -0.60 -0.05 0.68
H -5.322613 -3.071387 1.026605 3.24 0.53 0.03
H -3.856613 -4.087387 1.458605 -0.06 1.87 -0.12
H -2.403613 -2.622387 -0.154395 0.56 -0.90 -0.68
H -3.836613 -1.803387 -0.420395 -0.07 -0.56 -1.84
H -3.478613 -3.958387 -2.067395 1.23 0.43 -2.95
H -5.078613 -4.020387 -1.493395 2.59 -0.15 1.70
H -3.508613 -4.800387 -0.826395 1.88 -6.16 3.02
C 1.761387 5.479613 0.613605 -3.69 -5.22 -1.98
C 1.436387 5.788613 -0.853395 -4.81 3.64 2.94
C 0.750387 4.791613 -1.669395 6.27 -0.09 -3.33
C 0.088387 5.076613 -2.951395 -1.95 2.48 -0.85
C -0.617613 3.895613 -3.551395 3.03 -0.57 -2.34
C -1.220613 4.292613 -4.906395 -9.31 -2.72 11.70
H 2.344387 4.493613 0.698605 -0.10 1.89 0.21
H 0.713387 5.130613 0.991605 1.56 0.39 -0.20
H 1.928387 6.293613 1.195605 1.52 2.18 1.59
H 2.184387 6.226613 -1.311395 4.31 1.66 -2.46
H 0.721387 6.708613 -0.880395 0.68 -0.95 0.77
H 0.189387 4.249613 -1.058395 -2.12 -3.29 2.39
H 1.851387 4.406613 -2.105395 -2.97 -1.35 1.16
H 0.922387 5.519613 -3.619395 -2.02 -0.14 0.50
H -0.975613 5.630613 -2.861395 2.85 0.72 0.24
H -1.357613 3.618613 -2.819395 -0.19 -1.04 -0.07
H 0.214387 3.158613 -3.833395 -1.44 -0.01 0.96
H -0.710613 4.670613 -5.505395 8.74 5.34 -9.59
H -2.021613 5.083613 -4.699395 0.90 -0.54 -0.05
H -1.834613 3.536613 -5.200395 -1.23 -2.44 -1.59
C 6.914387 3.379613 1.522605 -0.81 2.90 -3.26
C 5.627387 3.459613 0.553605 3.66 0.57 1.25
C 5.363387 2.073613 0.024605 -3.29 1.56 4.32
C 4.125387 2.250613 -0.692395 -3.39 -1.17 -4.94
C 3.743387 1.011613 -1.707395 1.01 6.01 -5.03
C 2.368387 1.130613 -2.497395 4.07 3.53 -0.12
H 6.948387 4.443613 1.762605 0.91 -0.19 0.79
H 7.879387 3.048613 1.061605 -1.08 0.20 0.11
H 6.646387 2.804613 2.304605 -0.47 -1.82 2.99
H 6.101387 3.926613 -0.285395 -0.22 0.89 -0.86
H 4.866387 4.250613 0.945605 0.78 -2.27 -0.51
H 5.344387 1.325613 0.836605 -1.39 0.33 0.69
H 6.166387 1.600613 -0.307395 3.84 -0.93 -3.39
H 4.115387 3.249613 -1.318395 0.10 -1.90 1.07
H 3.233387 2.304613 -0.060395 0.32 0.24 0.36
H 3.952387 0.190613 -1.225395 0.58 -4.77 2.61
H 4.585387 1.038613 -2.665395 -2.04 -0.11 2.77
H 2.243387 0.472613 -3.269395 -0.29 -2.63 -1.45
H 2.605387 2.045613 -3.176395 -0.93 -0.82 1.42
H 1.488387 1.282613 -1.965395 -1.45 0.30 1.16
```
Forces are in eV/Å.

Atom charges from the Löwdin analysis, given in e for atoms 1 to 99:
1. C -0.07
2. C -0.27
3. N -0.16
4. C -0.21
5. C -0.10
6. C -0.24
7. C -0.11
8. H -0.03
9. H 0.07
10. H 0.14
11. H 0.04
12. H 0.15
13. H 0.12
14. H 0.09
15. H 0.04
16. H 0.09
17. H 0.08
18. H 0.06
19. H 0.09
20. H 0.03
21. H 0.08
22. H 0.11
23. C -0.08
24. C -0.28
25. N -0.20
26. C -0.25
27. C -0.10
28. C -0.24
29. C -0.07
30. H 0.11
31. H 0.07
32. H 0.06
33. H 0.08
34. H 0.10
35. H 0.13
36. H 0.06
37. H 0.01
38. H 0.04
39. H 0.16
40. H 0.12
41. H 0.10
42. H 0.02
43. H 0.09
44. H 0.08
45. C -0.18
46. C -0.36
47. C -0.25
48. C -0.21
49. C -0.23
50. C -0.12
51. H 0.15
52. H 0.02
53. H 0.11
54. H 0.11
55. H 0.13
56. H 0.07
57. H 0.15
58. H 0.12
59. H 0.16
60. H 0.14
61. H 0.04
62. H -0.01
63. H 0.12
64. H 0.06
65. C -0.13
66. C -0.24
67. C -0.24
68. C -0.26
69. C -0.26
70. C -0.11
71. H 0.07
72. H 0.08
73. H 0.04
74. H 0.10
75. H 0.07
76. H 0.14
77. H 0.08
78. H 0.17
79. H 0.12
80. H 0.08
81. H 0.09
82. H 0.03
83. H 0.15
84. H -0.01
85. C -0.07
86. C -0.32
87. C -0.26
88. C -0.26
89. C -0.27
90. C -0.06
91. H 0.07
92. H 0.10
93. H 0.03
94. H 0.04
95. H 0.14
96. H 0.05
97. H 0.17
98. H 0.15
99. H 0.16